No. 1
# CHClFNS

2 unconnected molecules or ions with the total composition CHClFNS at a distorted geometry (wB97M-V/def2-TZVPD, OMol25).

The lowest unoccupied orbital energy (alpha / beta) is -1.72 / -0.93 eV. The largest force on an atom is 3.03 eV Å⁻¹. The calculation puts the gap between HOMO and LUMO (alpha / beta) at 7.92 / 8.36 eV. As for the total energy: -28612.7358 eV. As for the energy relative to the best compared isomer or geometry (same formula, charge and spin): 398.92 kJ/mol.

Element x y z (Å)
C 0.84 0.62 0.01
N -1.43 -0.53 -0.67
F 1.13 1.89 0.13
S 1.75 -0.60 0.57
Cl -0.84 -1.71 0.19
H -1.46 0.33 -0.23

Computed Löwdin charges, given in elementary charges: number 1, C, carries -0.665; number 2, N, carries -0.465; number 3, F, carries -0.025; number 4, S, carries 0.678; number 5, Cl, carries 0.552; number 6, H, carries -0.074

No. 2
# C28H34BrCoN7O2

A molecular structure, C28H34BrCoN7O2 (wB97M-V/def2-TZVPD, OMol25).

The lowest unoccupied orbital energy (alpha / beta) is -3.30 / -3.71 eV. The largest force on an atom is 0.62 eV Å⁻¹. The calculation puts the gap between HOMO and LUMO (alpha / beta) at 7.48 / 7.12 eV. As for the total energy: -151777.7939 eV. The charge is +1.

Element x y z (Å)
Co 0.21 0.45 0.35
O -3.28 0.57 1.98
C -2.15 0.14 2.14
O -1.07 0.77 1.80
C -2.00 -1.25 2.74
C -3.13 -1.91 3.22
C -2.99 -3.17 3.77
C -1.73 -3.74 3.82
C -0.66 -3.01 3.33
N -0.78 -1.79 2.80
H -4.09 -1.40 3.16
H -3.85 -3.70 4.15
H -1.57 -4.72 4.25
H 0.35 -3.41 3.37
Br 1.82 -0.04 2.15
C 3.33 0.42 1.08
C 4.57 0.51 1.62
C 5.66 0.77 0.77
C 5.47 0.88 -0.58
C 4.17 0.76 -1.14
C 3.98 0.81 -2.54
C 2.73 0.65 -3.06
C 1.62 0.49 -2.21
C 1.72 0.47 -0.84
C 3.05 0.56 -0.30
H 4.72 0.38 2.68
H 6.65 0.86 1.19
H 6.30 1.06 -1.24
H 4.84 0.96 -3.19
H 2.58 0.66 -4.14
H 0.65 0.38 -2.67
C -1.04 3.36 -3.37
N -1.02 3.78 -1.97
C -0.55 5.16 -1.74
C -0.09 5.14 -0.30
N 0.21 3.72 -0.10
C 0.59 3.26 1.21
C -0.50 2.98 -0.98
N -0.69 1.70 -0.86
C -1.70 1.03 -1.67
C -2.15 -0.20 -0.92
N -0.94 -0.91 -0.45
C -1.01 -2.21 -0.25
N 0.05 -3.05 -0.33
C 1.44 -2.68 -0.37
C -0.30 -4.38 0.13
C -1.82 -4.38 -0.04
N -2.12 -2.95 0.02
C -3.51 -2.56 0.21
H -1.01 4.25 -3.98
H -1.95 2.82 -3.62
H -0.17 2.74 -3.61
H -1.34 5.87 -1.93
H 0.29 5.37 -2.41
H -0.89 5.45 0.39
H 0.79 5.75 -0.12
H 1.19 4.04 1.69
H 1.24 2.38 1.14
H -0.27 3.02 1.84
H -1.31 0.74 -2.65
H -2.55 1.69 -1.83
H -2.72 -0.84 -1.60
H -2.79 0.11 -0.10
H 1.60 -1.88 -1.09
H 2.01 -3.55 -0.71
H 1.81 -2.37 0.61
H -0.01 -4.52 1.18
H 0.18 -5.14 -0.48
H -2.33 -4.90 0.77
H -2.12 -4.80 -0.99
H -3.99 -3.34 0.79
H -4.05 -2.47 -0.74
H -3.59 -1.63 0.77

Löwdin population analysis, charges in e, atoms 1 to 8: number 1, Co, carries 0.459; number 2, O, carries 0.057; number 3, C, carries -0.583; number 4, O, carries -0.155; number 5, C, carries -0.205; number 6, C, carries -0.020; number 7, C, carries -0.046; number 8, C, carries -0.053

| no. | molar mass (g/mol) |
| --- | --- |
| 1 | 113.544 |
| 2 | 639.464 |